No. 1
Density functional theory data (ωB97M-V with the def2-TZVPD basis set) for a structure of composition C18H40CoN5P3S in a non-equilibrium geometry.

Calculated values
gap between HOMO and LUMO (alpha / beta) = 8.7 / 5.4 eV
LUMO energy (alpha / beta) = -8.0 / -11.4 eV
ΔE to the lowest compared entry with this formula, charge and spin = 0.00 kcal per mole
E_HOMO (alpha / beta) = -16.683 / -16.735 eV
spin multiplicity = 5
charge = +3
⟨S²⟩ = 6.04

Last column: Mulliken spin population.
Positions of all 68 atoms, in Å:
Co  0.626  -0.130  1.312  2.6064
P  -0.239  -1.865  0.019  0.1669
P  2.385  -1.076  1.894  0.0640
P  -3.415  1.595  -2.780  0.0019
H  1.863  4.737  -1.170  0.0004
C  0.819  4.636  -0.843  -0.0004
C  0.490  4.201  0.373  0.0223
H  1.201  4.303  1.203  -0.0001
C  0.345  -1.880  -1.697  0.0270
C  -0.016  -3.555  0.689  0.0076
C  -2.035  -1.686  -0.120  0.0170
C  3.742  -0.157  2.704  0.0171
C  2.420  -2.622  2.847  0.0033
C  3.274  -1.657  0.373  0.0145
C  -3.666  3.315  -3.184  0.0003
C  -4.387  1.195  -1.283  -0.0002
C  -3.948  0.514  -4.120  0.0000
H  0.060  5.005  -1.562  -0.0010
H  -0.527  3.839  0.608  0.0001
H  0.052  -2.823  -2.173  0.0041
H  1.436  -1.776  -1.723  -0.0034
H  -0.104  -1.032  -2.235  -0.0151
H  -0.547  -4.261  0.038  0.0016
H  -0.449  -3.599  1.699  0.0007
H  1.043  -3.826  0.721  -0.0009
H  -2.464  -2.681  -0.323  0.0058
H  -2.291  -1.012  -0.946  -0.0143
H  -2.477  -1.286  0.803  -0.0076
H  4.227  -0.833  3.426  0.0035
H  3.355  0.734  3.203  -0.0020
H  4.475  0.158  1.957  0.0017
H  3.100  -3.342  2.379  0.0021
H  1.416  -3.044  2.930  0.0036
H  2.772  -2.407  3.851  -0.0022
H  4.306  -1.897  0.662  0.0008
H  3.263  -0.876  -0.403  -0.0054
H  2.778  -2.545  -0.028  0.0011
H  -4.344  3.340  -4.050  0.0001
H  -2.719  3.803  -3.458  -0.0004
H  -4.118  3.818  -2.318  0.0004
H  -5.413  1.050  -1.658  0.0000
H  -4.380  2.045  -0.580  0.0004
H  -4.077  0.288  -0.733  -0.0003
H  -4.682  1.092  -4.720  0.0001
H  -4.417  -0.394  -3.707  0.0002
H  -3.102  0.219  -4.762  -0.0002
C  1.369  1.262  -1.165  0.0865
C  2.023  1.038  -2.393  0.0496
C  3.374  1.336  -2.525  -0.0145
C  4.147  1.714  -1.421  0.1530
C  3.535  1.860  -0.175  0.0255
C  2.190  1.508  -0.027  0.1057
S  -0.302  1.252  -0.875  0.6400
H  -2.000  1.411  -2.654  0.0014
H  1.435  0.676  -3.247  -0.0002
H  3.880  1.295  -3.496  0.0039
H  5.216  1.829  -1.527  0.0009
H  4.122  2.270  0.652  0.0020
H  1.694  1.632  0.955  -0.0576
N  -2.145  -3.247  4.889  0.0051
N  -1.773  -2.218  4.031  0.0109
N  -2.481  -1.073  4.023  -0.0008
C  -1.742  -0.316  3.187  0.0194
N  -0.656  -0.951  2.750  0.0433
N  -0.652  -2.198  3.315  0.0074
H  -1.755  -4.155  4.649  0.0000
H  -3.149  -3.261  5.034  0.0002
H  -1.964  0.710  2.901  -0.0030

=====

No. 2
Density functional theory data (ωB97M-V with the def2-TZVPD basis set) for a structure of composition C18H40IN2 in a non-equilibrium geometry.

Calculated values
gap between HOMO and LUMO = 6.8 eV
LUMO energy = -2.2 eV
ΔE to the lowest compared entry with this formula, charge and spin = 215.63 kcal per mole
E_HOMO = -9.006 eV
charge = +1

Last column: Löwdin charge in e.
Positions of all 61 atoms, in Å:
I  -2.848  0.265  1.209  0.9778
C  3.519  3.578  -1.079  -0.0903
C  1.946  3.530  -1.041  -0.2069
C  1.352  2.360  -0.168  -0.1583
C  1.293  2.617  1.383  -0.0673
N  0.296  1.728  2.129  -0.1982
C  0.529  0.162  1.882  -0.0890
C  0.149  -0.573  3.192  -0.1659
C  0.233  0.444  4.312  -0.1219
C  0.426  1.891  3.698  -0.0434
C  -1.226  2.027  1.875  -0.2778
H  3.990  3.914  -2.002  0.0695
H  3.961  2.621  -0.800  0.0634
H  3.843  4.269  -0.301  0.0653
H  1.538  3.420  -2.046  0.0979
H  1.593  4.514  -0.730  0.1041
H  1.816  1.429  -0.491  0.1159
H  0.371  2.276  -0.637  0.0138
H  1.097  3.636  1.719  0.1382
H  2.225  2.309  1.856  0.1205
H  0.039  -0.258  1.004  0.0238
H  1.602  0.019  1.752  0.1316
H  -0.859  -0.904  2.945  0.0543
H  0.798  -1.418  3.424  0.1219
H  -0.736  0.349  4.803  0.1163
H  1.012  0.289  5.058  0.1153
H  -0.197  2.752  3.938  0.1238
H  1.459  2.220  3.814  0.1120
H  -1.447  3.049  2.182  0.1093
H  -1.899  1.352  2.404  -0.1851
H  -1.387  1.873  0.808  -0.0642
C  1.202  -5.453  -0.653  -0.0972
C  0.480  -4.702  -1.833  -0.2102
C  0.025  -3.302  -1.351  -0.2105
C  -0.839  -2.542  -2.355  -0.0764
N  -1.448  -1.198  -1.767  -0.2180
C  -0.501  -0.287  -0.945  -0.1134
C  -1.142  1.123  -0.998  -0.2615
C  -1.949  1.169  -2.306  -0.0974
C  -1.839  -0.266  -2.887  -0.0987
C  -2.698  -1.557  -0.930  -0.1678
H  1.851  -4.841  -0.027  0.0682
H  1.819  -6.285  -0.991  0.0691
H  0.499  -5.935  0.027  0.0700
H  -0.363  -5.283  -2.207  0.1101
H  1.216  -4.565  -2.625  0.1066
H  0.904  -2.679  -1.189  0.1067
H  -0.468  -3.329  -0.379  0.1124
H  -1.757  -3.074  -2.604  0.1292
H  -0.186  -2.320  -3.199  0.1328
H  -0.463  -0.650  0.082  0.0326
H  0.499  -0.446  -1.348  0.1384
H  -1.758  1.371  -0.134  -0.1022
H  -0.343  1.852  -1.130  0.0416
H  -2.978  1.527  -2.309  0.1239
H  -1.406  1.792  -3.018  0.1129
H  -2.740  -0.729  -3.287  0.1379
H  -1.010  -0.213  -3.593  0.1304
H  -3.451  -2.118  -1.482  0.1040
H  -3.241  -0.671  -0.601  -0.1334
H  -2.401  -2.130  -0.051  0.0535

=====

No. 3
Density functional theory data (ωB97M-V with the def2-TZVPD basis set) for a cluster of 3 separate species, C18H40N2O3 in total in a non-equilibrium geometry.

Calculated values
gap between HOMO and LUMO (alpha / beta) = 7.4 / 3.2 eV
LUMO energy (alpha / beta) = -2.9 / -7.1 eV
ΔE to the lowest compared entry with this formula, charge and spin = 17.77 kcal per mole
E_HOMO (alpha / beta) = -10.332 / -10.329 eV
spin multiplicity = 2
charge = +1
⟨S²⟩ = 0.75

Last column: Mulliken spin population.
Positions of all 63 atoms, in Å:
C  12.992  -26.093  11.277  0.1123
C  12.979  -24.926  10.241  -0.0161
C  12.763  -25.566  8.892  0.0218
C  11.271  -25.859  8.680  -0.0087
C  10.379  -24.645  8.902  0.0210
C  10.595  -24.014  10.294  -0.0248
N  12.007  -23.901  10.601  0.6802
O  12.413  -23.154  11.740  0.0411
C  10.036  -22.558  10.145  0.0491
C  9.781  -24.806  11.384  0.0981
C  14.416  -24.346  10.210  0.0358
H  13.972  -26.569  11.241  -0.0010
H  12.195  -26.820  11.119  -0.0032
H  12.885  -25.682  12.280  0.0047
H  13.351  -25.009  8.163  -0.0006
H  13.307  -26.498  8.738  -0.0017
H  10.868  -26.714  9.223  0.0022
H  11.030  -26.349  7.737  0.0013
H  9.382  -25.068  8.784  -0.0022
H  10.348  -23.854  8.153  -0.0025
H  8.991  -22.546  9.835  0.0027
H  10.020  -21.930  11.035  -0.0011
H  10.596  -21.986  9.405  -0.0102
H  9.886  -24.429  12.401  -0.0031
H  8.706  -24.889  11.222  0.0049
H  10.160  -25.825  11.320  -0.0060
H  14.479  -23.423  9.634  -0.0098
H  15.182  -25.079  9.956  0.0014
H  14.808  -24.148  11.208  -0.0003
H  12.995  -22.488  11.366  0.0131
C  10.744  -23.181  14.854  -0.0013
C  9.546  -22.263  15.370  0.0000
C  8.375  -22.261  14.363  -0.0005
C  7.638  -23.524  14.378  0.0003
C  7.112  -23.693  15.790  0.0001
C  8.214  -23.766  16.876  -0.0001
N  9.088  -22.603  16.729  0.0003
O  10.046  -22.539  17.697  0.0000
C  7.460  -23.743  18.271  0.0000
C  8.721  -25.237  16.878  0.0001
C  9.981  -20.727  15.423  0.0000
H  10.521  -24.205  14.557  0.0011
H  11.629  -23.220  15.490  -0.0003
H  11.089  -22.642  13.971  0.0005
H  7.763  -21.402  14.638  -0.0002
H  8.790  -21.982  13.394  0.0001
H  8.431  -24.242  14.167  0.0000
H  6.884  -23.597  13.595  0.0001
H  6.426  -24.536  15.707  0.0000
H  6.488  -22.821  15.987  0.0000
H  6.796  -22.880  18.297  0.0000
H  6.854  -24.611  18.534  0.0000
H  8.100  -23.538  19.129  0.0000
H  7.987  -25.976  17.199  0.0000
H  9.227  -25.678  16.018  0.0000
H  9.541  -25.337  17.588  0.0000
H  10.272  -20.379  14.432  0.0000
H  10.771  -20.637  16.168  0.0000
H  9.146  -20.075  15.677  0.0000
H  9.802  -21.730  18.152  0.0000
O  14.164  -24.058  13.736  0.0029
H  15.043  -23.750  13.515  -0.0005
H  13.605  -23.708  13.043  -0.0011